Entry 1:
The following is a quantum chemistry calculation of a structure of composition C54H58N6O6S2Ti, from OMol25.

Each line ends with the Löwdin charge.
Element x y z (Å)
Ti: 0.24923 0.40197 0.05100  0.98
C: 1.02208 5.11956 -0.97550  -0.04
C: 1.47456 3.77206 -1.55192  -0.36
C: 1.60377 3.88485 -3.07004  -0.08
C: 2.74768 3.29813 -0.86922  -0.14
C: 3.98259 3.69879 -1.35704  -0.03
C: 5.15334 3.28274 -0.74668  -0.09
C: 5.08931 2.47912 0.37402  -0.07
C: 3.87616 2.06113 0.93240  -0.11
C: 4.05008 1.20756 2.20064  -0.35
C: 4.31844 -0.26615 1.87568  -0.05
C: 3.01031 1.31984 3.31142  -0.06
C: 2.70634 2.48087 0.27216  -0.16
N: 1.37398 2.13992 0.74035  0.03
C: 0.93504 2.98996 1.60102  -0.13
C: -0.34625 3.08834 2.22287  -0.14
C: -0.44006 4.11249 3.19247  -0.06
C: -1.60717 4.41728 3.83279  -0.11
C: -2.75021 3.68007 3.46551  -0.09
C: -2.70950 2.69387 2.52479  -0.03
C: -1.49085 2.31598 1.85586  -0.23
N: -1.42979 1.33386 0.94319  -0.01
C: -2.72915 0.81928 0.57521  -0.20
C: -3.42965 1.43162 -0.48162  -0.14
C: -4.72891 1.01429 -0.74908  -0.04
C: -5.33281 0.01000 -0.00752  -0.08
C: -4.62682 -0.58982 1.01752  -0.05
C: -3.32681 -0.19516 1.33282  -0.15
C: -2.63879 -0.86334 2.51057  -0.37
C: -3.36217 -0.56965 3.82819  -0.06
C: -2.50566 -2.37194 2.29877  -0.05
C: -2.83025 2.56044 -1.30584  -0.36
C: -3.02183 3.93072 -0.64529  -0.05
C: -3.40099 2.62421 -2.72332  -0.08
H: 0.13247 5.47722 -1.50062  0.07
H: 1.81303 5.86567 -1.09584  0.08
H: 0.77712 5.06096 0.08625  0.06
H: 0.69430 3.03892 -1.34271  0.11
H: 2.25936 4.71347 -3.35408  0.07
H: 0.61983 4.09534 -3.49871  0.07
H: 1.98668 2.96369 -3.50617  0.06
H: 4.02878 4.32501 -2.23937  0.11
H: 6.11451 3.58465 -1.14560  0.10
H: 6.00771 2.16223 0.85811  0.11
H: 4.97566 1.60577 2.63177  0.12
H: 3.44991 -0.74303 1.43207  0.07
H: 4.56828 -0.80788 2.79121  0.08
H: 5.15497 -0.36669 1.17962  0.08
H: 2.05728 0.88507 3.03722  0.05
H: 2.84176 2.35519 3.61824  0.08
H: 3.37353 0.76745 4.18118  0.08
H: 1.63319 3.76245 1.92668  0.13
H: 0.46375 4.66823 3.42124  0.11
H: -1.65662 5.19881 4.57788  0.09
H: -3.70186 3.90379 3.93622  0.10
H: -3.62339 2.17899 2.27184  0.11
H: -5.27680 1.47503 -1.56224  0.10
H: -6.34296 -0.30653 -0.23855  0.10
H: -5.09003 -1.37868 1.59898  0.11
H: -1.63449 -0.45192 2.57720  0.09
H: -4.38571 -0.95609 3.80905  0.07
H: -3.40819 0.49937 4.03882  0.06
H: -2.83937 -1.05737 4.65517  0.08
H: -3.48580 -2.85757 2.27251  0.08
H: -1.93083 -2.82022 3.11239  0.08
H: -1.98750 -2.59792 1.36732  0.07
H: -1.76217 2.36744 -1.37922  0.10
H: -4.08796 4.13857 -0.50602  0.08
H: -2.60816 4.71217 -1.29038  0.07
H: -2.53695 4.00819 0.32690  0.06
H: -4.40801 3.05483 -2.72315  0.07
H: -3.44585 1.64535 -3.19751  0.08
H: -2.77397 3.26516 -3.34537  0.07
O: 1.21333 -8.31398 -0.10729  -0.39
S: 2.12560 -8.73579 0.93954  0.38
O: 1.67743 -9.89527 1.69422  -0.39
O: 3.52600 -8.78770 0.53685  -0.39
C: 2.11487 -7.37442 2.16236  -0.37
N: 2.54095 -7.69582 3.38825  0.09
C: 2.55489 -6.68748 4.25892  -0.17
C: 2.15645 -5.40699 3.95541  -0.03
C: 1.72270 -5.16414 2.63683  -0.24
N: 1.72472 -6.18103 1.74729  0.15
C: 1.26843 -3.87618 2.17894  -0.16
C: 0.93144 -3.62433 0.81208  0.01
C: 0.44948 -2.40412 0.47067  -0.17
N: 0.29250 -1.31284 1.30115  -0.09
C: 0.62764 -1.56340 2.61054  -0.19
C: 1.08683 -2.76465 3.05495  -0.05
H: 2.90735 -6.92287 5.26153  0.09
H: 2.19316 -4.63123 4.70713  0.08
H: 1.03923 -4.40050 0.06923  0.11
H: 0.20404 -2.22328 -0.56417  0.08
H: 0.48165 -0.74741 3.30912  0.10
H: 1.29425 -2.85040 4.11414  0.09
C: 4.25292 -0.42425 -1.98099  -0.13
S: 2.49579 -0.27522 -2.03209  0.45
O: 2.20069 1.02743 -2.60608  -0.33
O: 1.99591 -1.41882 -2.75147  -0.30
O: 2.11710 -0.28059 -0.57793  -0.44
H: 4.60212 -0.45045 -3.01182  0.07
H: 4.51213 -1.35114 -1.47049  0.07
H: 4.66047 0.43698 -1.45379  0.04
N: -0.66592 0.02658 -1.53234  0.02
C: -1.12156 -0.56328 -2.55911  -0.28
C: -1.52159 -2.01006 -2.46991  -0.20
C: -0.73391 -2.99156 -3.06947  -0.04
C: -0.99138 -4.33414 -2.82918  -0.07
C: -2.05430 -4.70757 -2.01660  -0.09
C: -2.86070 -3.73151 -1.44722  -0.08
C: -2.59018 -2.38740 -1.66630  -0.03
C: -1.18612 0.10321 -3.89603  -0.15
C: -0.55102 1.32841 -4.08934  -0.04
C: -0.62471 1.97430 -5.31045  -0.08
C: -1.34210 1.40919 -6.36066  -0.11
C: -1.97296 0.18718 -6.17850  -0.09
C: -1.88763 -0.46528 -4.95434  -0.03
H: 0.12535 -2.69443 -3.65902  0.11
H: -0.33841 -5.09432 -3.24252  0.11
H: -2.22801 -5.75576 -1.80637  0.10
H: -3.68309 -4.01471 -0.79978  0.10
H: -3.18659 -1.62317 -1.18722  0.10
H: 0.01826 1.74696 -3.26913  0.07
H: -0.11471 2.92161 -5.44576  0.09
H: -1.39895 1.91472 -7.31761  0.09
H: -2.53033 -0.26701 -6.98919  0.09
H: -2.38027 -1.42008 -4.81544  0.11

Cartesian forces (eV/Å) of the 6 atoms listed first:
Ti 0.039 -0.993 1.246
C -0.018 0.011 0.011
C 0.028 0.052 0.019
C 0.056 0.117 -0.065
C 0.145 -0.037 -0.015
C 0.013 0.000 -0.066

Values from the calculation:
- HOMO (alpha / beta) (eV) = -0.64 / -3.05
- <S²> = 2.040
- multiplicity = 3
- largest force on an atom (Eh/bohr) = 0.03099
- relative energy (zero: lowest compared OMol25 entry of this formula, charge and spin) (kcal per mole) = 0.0
- charge = -2
- LUMO level (alpha / beta) (eV) = 3.450 / 3.452
- energy (hartree) = -4518.6053


Entry 2:
The following is a quantum chemistry calculation of a cluster of 12 separate species, C54H60N12 in total, from OMol25.

Each line ends with the Löwdin charge.
Element x y z (Å)
N: -9.79143 -15.62871 19.18144  0.03
C: -9.01425 -16.51002 19.88643  -0.12
C: -7.87996 -15.79423 20.36508  -0.14
C: -7.94519 -14.56075 19.89050  -0.15
C: -9.10833 -14.45983 19.11337  -0.13
H: -10.68043 -15.87010 18.76733  0.08
H: -9.31545 -17.51151 20.15605  0.10
H: -7.24749 -16.17176 21.15492  0.10
H: -7.30872 -13.77966 20.27933  0.11
H: -9.62043 -13.64970 18.61552  0.09
N: -12.33285 -11.59978 11.20404  0.01
C: -13.15944 -11.72215 12.32576  -0.13
C: -12.35982 -12.00267 13.37262  -0.15
C: -11.05715 -11.91729 12.97262  -0.12
C: -11.00036 -11.75003 11.59930  -0.10
H: -12.65133 -11.38679 10.26953  0.14
H: -14.22895 -11.60722 12.22906  0.11
H: -12.66242 -12.13301 14.40114  0.09
H: -10.25687 -11.93190 13.69770  0.07
H: -10.22040 -11.57211 10.87375  0.10
N: -2.19303 -11.07737 11.77839  0.02
C: -1.94372 -11.13219 13.13148  -0.13
C: -2.88000 -11.94032 13.74959  -0.08
C: -3.68910 -12.41445 12.69391  -0.14
C: -3.26122 -11.85787 11.52769  -0.18
H: -1.81498 -10.46043 11.07372  0.15
H: -1.26370 -10.50849 13.69270  0.11
H: -2.98231 -12.07214 14.81663  0.08
H: -4.57919 -13.01509 12.80952  0.06
H: -3.73697 -11.86500 10.55814  0.11
N: -8.22192 -13.28246 15.09956  0.04
C: -8.93488 -12.51569 16.00665  -0.15
C: -8.52458 -11.19711 16.00218  -0.10
C: -7.58714 -11.13244 14.94073  -0.10
C: -7.33970 -12.44232 14.50598  -0.14
H: -8.29717 -14.27923 14.95501  0.07
H: -9.66942 -13.10904 16.53086  0.08
H: -8.77354 -10.36681 16.64640  0.09
H: -7.00137 -10.28066 14.62806  0.07
H: -6.62808 -12.92581 13.85312  0.08
N: -13.79901 -14.26964 18.40346  0.04
C: -13.19205 -13.93221 17.26448  -0.12
C: -12.32845 -14.99464 16.83297  -0.09
C: -12.52736 -16.02770 17.72730  -0.16
C: -13.34442 -15.52168 18.69608  -0.15
H: -14.47850 -13.67857 18.86064  0.16
H: -13.28499 -12.93771 16.85371  0.09
H: -11.68210 -15.08577 15.97255  0.09
H: -12.04142 -16.98916 17.65083  0.09
H: -13.71633 -15.94610 19.61692  0.11
N: -6.71223 -14.29804 9.40494  0.00
C: -7.09995 -13.85151 10.64581  -0.15
C: -8.30981 -14.44307 10.90153  -0.14
C: -8.66033 -15.19652 9.78364  -0.12
C: -7.70135 -15.03871 8.78103  -0.10
H: -5.84805 -14.02590 8.95859  0.14
H: -6.45839 -13.22854 11.25139  0.09
H: -8.79695 -14.38460 11.86365  0.08
H: -9.57932 -15.74727 9.64749  0.09
H: -7.53672 -15.42038 7.78422  0.10
N: -4.96506 -7.51155 11.78378  0.08
C: -6.28867 -7.17762 11.28458  -0.12
C: -7.32900 -8.06364 11.06807  -0.09
C: -7.15229 -9.36579 11.59067  -0.08
C: -5.89067 -9.82571 12.01864  -0.08
C: -4.90264 -8.85751 12.06534  -0.16
H: -6.41790 -6.16690 10.92662  0.09
H: -8.24965 -7.64974 10.68407  0.10
H: -7.96168 -10.07080 11.47134  0.09
H: -5.69876 -10.82032 12.39324  0.07
H: -3.91424 -9.16262 12.37577  0.08
N: -14.34148 -10.06463 18.13735  0.05
C: -13.17010 -10.46128 18.65827  -0.18
C: -11.97064 -10.37198 17.95791  -0.07
C: -11.95636 -9.90123 16.64904  -0.09
C: -13.16207 -9.68175 16.04024  -0.09
C: -14.33696 -9.72717 16.79134  -0.11
H: -13.22905 -10.83493 19.66986  0.10
H: -11.08820 -10.77661 18.43118  0.10
H: -11.11484 -9.74795 15.98966  0.08
H: -13.14672 -9.45519 14.98439  0.10
H: -15.33013 -9.46922 16.45446  0.10
N: -6.87496 -6.67392 15.43655  0.08
C: -7.71308 -7.51963 14.78649  -0.15
C: -9.04159 -7.85590 15.07921  -0.07
C: -9.62629 -7.15685 16.14635  -0.07
C: -8.80287 -6.26937 16.87731  -0.07
C: -7.50334 -6.02978 16.43520  -0.16
H: -7.26563 -8.01526 13.93764  0.07
H: -9.53144 -8.58155 14.44685  0.10
H: -10.60276 -7.27408 16.59265  0.09
H: -9.23104 -5.81795 17.76008  0.10
H: -6.83874 -5.52185 17.11836  0.10
N: -3.18692 -14.97046 18.85889  0.05
C: -2.57817 -14.62505 17.71064  -0.16
C: -3.20981 -14.26905 16.53927  -0.10
C: -4.59452 -14.30922 16.45768  -0.04
C: -5.27022 -14.77563 17.63801  -0.03
C: -4.53351 -15.03957 18.82650  -0.14
H: -1.50363 -14.51679 17.70417  0.10
H: -2.57859 -13.97261 15.71459  0.08
H: -4.94639 -14.14770 15.44946  0.08
H: -6.34362 -14.89013 17.67141  0.06
H: -4.98401 -15.38741 19.74434  0.09
N: -8.76515 -16.12447 14.70263  0.04
C: -9.71530 -16.72055 13.89945  -0.12
C: -10.52985 -17.73875 14.30691  -0.08
C: -10.49367 -18.13066 15.61531  -0.08
C: -9.66155 -17.46672 16.50889  -0.06
C: -8.80984 -16.43190 16.02053  -0.10
H: -9.72932 -16.37596 12.87599  0.10
H: -11.14963 -18.23964 13.57794  0.11
H: -11.09383 -18.99187 15.86935  0.11
H: -9.64667 -17.73655 17.55453  0.08
H: -8.20600 -15.85982 16.70939  0.09
N: -4.06880 -15.87662 13.06356  0.05
C: -3.32032 -16.91055 13.37420  -0.17
C: -3.93435 -18.11558 13.66537  -0.08
C: -5.33031 -18.28152 13.57434  -0.07
C: -6.14755 -17.16825 13.27364  -0.04
C: -5.43054 -15.96555 12.93815  -0.11
H: -2.24459 -16.82997 13.32207  0.10
H: -3.35349 -18.99113 13.91522  0.09
H: -5.69708 -19.27557 13.78347  0.10
H: -7.20913 -17.26510 13.10016  0.07
H: -6.02836 -15.15208 12.55438  0.06

Cartesian forces (eV/Å) of the 6 atoms listed first:
N 1.678 -1.148 0.565
C 0.889 0.414 1.131
C -1.675 -4.871 1.005
C -0.941 3.694 -1.261
C -0.490 1.107 0.132
H 0.083 0.449 -0.132

Values from the calculation:
- HOMO (eV) = -7.88
- largest force on an atom (Eh/bohr) = 0.10207
- relative energy (zero: lowest compared OMol25 entry of this formula, charge and spin) (kcal per mole) = 83.1
- LUMO level (eV) = 0.360
- energy (hartree) = -2750.5705


Entry 3:
The following is a quantum chemistry calculation of a cluster of 2 separate species, C54H62F3N4 in total, from OMol25.

Each line ends with the Löwdin charge.
Element x y z (Å)
C: -2.44092 0.71105 -5.08592  -0.06
C: -2.02860 1.90087 -4.22453  -0.39
C: -2.85084 3.15129 -4.53219  -0.06
C: -0.52681 2.16937 -4.29538  -0.13
C: 0.04658 2.50838 -5.51609  -0.03
C: 1.38619 2.89851 -5.59553  -0.05
C: 2.11945 3.08836 -4.42884  -0.03
C: 1.56083 2.76416 -3.19151  -0.13
C: 2.27505 3.15917 -1.90899  -0.38
C: 2.64342 4.64277 -1.88164  -0.06
C: 3.47484 2.25537 -1.66963  -0.06
C: 0.29786 2.14077 -3.15277  -0.07
N: -0.33955 1.87320 -1.87474  0.01
N: -1.20167 2.85382 -1.50285  0.18
N: -1.48125 2.62862 -0.21050  0.02
C: -2.10957 3.64876 0.58610  -0.09
C: -3.43174 4.00089 0.29656  -0.12
C: -4.12099 3.55606 -1.00035  -0.38
C: -4.86383 4.72033 -1.66217  -0.06
C: -5.01487 2.33975 -0.78797  -0.05
C: -4.12290 4.74725 1.25468  -0.02
C: -3.46489 5.23925 2.38411  -0.04
C: -2.10097 5.02257 2.54660  -0.02
C: -1.38524 4.27075 1.61857  -0.12
C: 0.14278 4.28079 1.66586  -0.36
C: 0.67824 3.90008 3.04531  -0.06
C: 0.65840 5.66241 1.23039  -0.05
C: -0.88209 1.47658 0.23966  -0.14
C: -1.21003 0.95608 1.54751  -0.13
C: -0.18019 0.43236 2.36168  -0.03
C: -0.49479 -0.36381 3.46427  -0.01
C: -1.81135 -0.51369 3.84332  -0.12
C: -2.02355 -1.41064 5.02898  -0.51
F: -3.27837 -1.41490 5.54361  0.14
F: -1.72264 -2.71568 4.68769  0.10
F: -1.17819 -1.07758 6.05563  0.11
C: -2.85875 0.07755 3.13320  0.02
C: -2.54941 0.82111 2.00131  0.03
C: -0.14075 0.94580 -0.80598  -0.21
C: 0.59979 -0.24764 -0.76551  0.00
H: -1.84591 -0.17069 -4.82153  0.09
H: -3.49397 0.47384 -4.90372  0.08
H: -2.30562 0.91588 -6.15553  0.08
H: -2.21955 1.63572 -3.18165  0.11
H: -2.54314 3.97729 -3.88315  0.08
H: -2.73115 3.48035 -5.57099  0.08
H: -3.91178 2.95360 -4.35122  0.08
H: -0.58526 2.49676 -6.40395  0.12
H: 1.82926 3.11878 -6.57222  0.11
H: 3.11614 3.53874 -4.45437  0.12
H: 1.55644 2.98464 -1.10203  0.11
H: 1.76085 5.26198 -2.08158  0.09
H: 3.02672 4.91035 -0.89134  0.07
H: 3.40397 4.88125 -2.63378  0.08
H: 3.14539 1.21324 -1.58856  0.07
H: 4.18750 2.32899 -2.50147  0.08
H: 3.97715 2.53374 -0.73744  0.08
H: -3.31453 3.25902 -1.68532  0.09
H: -4.17313 5.55442 -1.82723  0.09
H: -5.26702 4.42255 -2.63629  0.08
H: -5.69029 5.06808 -1.02980  0.08
H: -4.43331 1.49567 -0.39878  0.06
H: -5.82139 2.56032 -0.07358  0.09
H: -5.46201 2.02401 -1.73721  0.08
H: -5.18824 4.93011 1.11599  0.12
H: -4.00656 5.82193 3.12386  0.11
H: -1.57031 5.44948 3.39630  0.12
H: 0.50304 3.53392 0.94443  0.11
H: 0.24512 2.95206 3.38365  0.07
H: 1.76814 3.78077 3.02065  0.09
H: 0.43208 4.67702 3.78258  0.08
H: 0.21048 5.95825 0.27104  0.09
H: 0.38076 6.41872 1.97951  0.09
H: 1.74932 5.67255 1.11436  0.08
H: 0.85721 0.62515 2.07304  0.12
H: 0.27344 -0.90766 4.01189  0.10
H: -3.89836 -0.06666 3.42308  0.13
H: -3.35903 1.28880 1.43745  0.10
H: 0.68379 -0.64020 0.23194  -0.02
H: 1.00463 -0.65373 -1.68367  0.05
C: -0.49921 -5.82610 1.27529  -0.03
C: -0.44692 -5.74956 -0.25553  -0.54
C: -0.98547 -7.04779 -0.88309  -0.04
C: -1.28938 -4.56415 -0.71572  -0.03
C: 1.00149 -5.53412 -0.66478  -0.14
N: 1.77142 -6.58121 -1.03845  0.15
C: 3.11440 -6.22079 -1.12079  -0.18
C: 3.18618 -4.83918 -0.83190  -0.14
C: 4.42097 -4.29023 -0.49954  -0.04
C: 5.53898 -5.12401 -0.44928  -0.08
C: 5.44689 -6.49368 -0.71727  -0.08
C: 4.21676 -7.06824 -1.05651  -0.01
C: 1.82007 -4.37503 -0.54614  -0.11
C: 1.53797 -3.16168 0.16928  0.16
C: 2.00894 -3.11802 1.52162  -0.15
C: 2.58193 -4.27124 2.13131  0.02
C: 2.95845 -4.31719 3.45871  0.00
C: 2.91548 -3.16280 4.24144  -0.22
C: 3.27042 -3.25067 5.68340  -0.02
C: 2.47401 -1.96674 3.65573  -0.01
C: 1.95340 -1.97691 2.37323  0.03
H: -0.11081 -4.89999 1.71962  0.07
H: -1.54194 -5.95645 1.59559  0.10
H: 0.09369 -6.66413 1.66489  0.10
H: -0.90116 -7.01845 -1.97860  0.10
H: -0.47546 -7.94280 -0.49809  0.08
H: -2.04734 -7.15084 -0.62762  0.10
H: -1.25213 -4.48190 -1.81211  0.10
H: -2.33239 -4.71600 -0.39114  0.10
H: -0.91247 -3.63359 -0.27273  0.08
H: 1.44416 -7.53867 -1.14264  0.16
H: 4.48954 -3.22033 -0.27004  0.12
H: 6.49523 -4.69112 -0.13885  0.11
H: 6.34365 -7.11136 -0.66148  0.11
H: 4.10495 -8.13336 -1.22214  0.11
H: 1.12450 -2.31682 -0.34021  0.06
H: 2.71023 -5.17490 1.54320  0.13
H: 3.31117 -5.27165 3.86541  0.14
H: 3.08174 -2.29612 6.17687  0.09
H: 2.65259 -4.01577 6.17362  0.11
H: 4.32048 -3.53684 5.83032  0.10
H: 2.56802 -1.04862 4.24800  0.13
H: 1.47740 -1.10013 1.96184  0.07

Cartesian forces (eV/Å) of the 6 atoms listed first:
C 0.026 -0.127 -0.022
C 0.400 -0.332 0.369
C 0.144 0.182 0.032
C -0.126 -0.370 0.013
C 0.349 0.075 0.035
C -0.172 0.073 -0.192

Values from the calculation:
- HOMO (eV) = -8.65
- largest force on an atom (Eh/bohr) = 0.05813
- relative energy (zero: lowest compared OMol25 entry of this formula, charge and spin) (kcal per mole) = 45.4
- charge = +1
- LUMO level (eV) = -5.078
- energy (hartree) = -2613.2104